{"formula": "C22H43Cl2N2O5PRhS2Si2", "method": "wB97M-V/def2-TZVPD", "symbols": ["Rh", "Cl", "Cl", "S", "S", "P", "Si", "Si", "O", "O", "O", "O", "O", "N", "N", "C", "C", "C", "C", "C", "C", "C", "C", "C", "C", "C", "C", "C", "C", "C", "C", "C", "C", "C", "C", "C", "C", "H", "H", "H", "H", "H", "H", "H", "H", "H", "H", "H", "H", "H", "H", "H", "H", "H", "H", "H", "H", "H", "H", "H", "H", "H", "H", "H", "H", "H", "H", "H", "H", "H", "H", "H", "H", "H", "H", "H", "H", "H", "H", "H"], "positions_angstrom": [[-0.1873, 0.2911, 0.3397], [-3.7747, -3.4692, 2.5195], [-2.3371, -4.3755, 0.1998], [1.0446, 1.5233, 1.7412], [1.7279, -1.1707, -0.0790], [2.4914, -1.1362, 1.8343], [-2.8364, 0.9352, 2.1363], [1.5200, 1.8023, -2.0383], [4.1276, -0.9344, 1.4890], [-0.8861, -1.6992, -2.0790], [2.5331, -2.7270, 2.3335], [-1.3118, -1.6202, 0.8622], [-3.3500, -0.7227, 1.0710], [0.0597, 1.7466, -1.0885], [-1.8209, 1.3814, 0.7302], [-2.0534, 4.7902, -1.6514], [-0.9980, 3.8883, -1.7593], [-3.0594, 3.3739, 0.0034], [5.1504, -0.6780, 3.6882], [-0.3852, -3.0210, -2.1730], [4.8366, -0.0469, 2.3392], [-0.9381, 2.7165, -0.9918], [-2.0637, -0.1592, 3.4720], [0.7131, -3.1862, -3.2119], [1.6900, 3.1801, -3.3301], [-3.0989, 4.5192, -0.7774], [-2.5392, -1.6622, 0.9185], [-3.2499, -3.0261, 0.7634], [-2.4702, -0.0310, -2.6646], [1.5853, 0.2570, -3.0929], [3.0651, 1.9777, -1.0040], [-2.3862, 2.5743, 3.1233], [4.1236, -4.2388, 1.2946], [-4.7246, 1.2008, 2.1933], [-1.9336, -1.4113, -2.9804], [-1.9740, 2.4785, -0.0531], [2.6647, -3.8517, 1.4788], [-2.7264, -2.1690, -2.8719], [-2.5793, 3.4917, 2.5569], [-1.5732, -1.4570, -4.0186], [0.8441, 3.2058, -4.0240], [2.6157, -0.0280, -3.3359], [-0.2053, 4.0917, -2.4598], [-1.6881, 0.7191, -2.7825], [1.1254, -0.5597, -2.5484], [1.0330, 0.4003, -4.0298], [-1.3198, 2.5622, 3.3750], [5.6909, -1.6171, 3.5477], [4.2622, 0.8759, 2.4788], [1.5771, -2.5814, -2.9422], [3.9421, 2.1602, -1.6397], [-2.8094, 0.0183, -1.6269], [-4.9827, 2.0845, 2.7796], [2.9607, 2.7988, -0.2915], [0.0084, -3.2522, -1.1831], [3.2369, 1.0687, -0.4272], [-2.4888, -1.1665, 3.5280], [2.2071, -3.6291, 0.5121], [-1.2117, -3.7115, -2.3870], [-2.9637, 2.6256, 4.0618], [-4.2805, -2.9979, 0.4397], [-5.1453, 1.3002, 1.1877], [4.2210, -0.8982, 4.2167], [4.6564, -3.4350, 0.7859], [5.7563, -0.0032, 4.3006], [5.7604, 0.2039, 1.8132], [0.3745, -2.8854, -4.2068], [-3.3113, 0.2074, -3.3211], [-2.1885, 0.3210, 4.4443], [4.2020, -5.1549, 0.7004], [-3.8742, 3.1555, 0.6818], [-2.0555, 5.6937, -2.2524], [2.1062, -4.6648, 1.9505], [2.5932, 2.9650, -3.9124], [1.0178, -4.2366, -3.2524], [-5.2022, 0.3240, 2.6481], [1.7998, 4.1752, -2.8902], [-0.9927, -0.2634, 3.2794], [-3.9452, 5.1948, -0.7067], [4.5981, -4.4017, 2.2655]], "mulliken_charge": [0.626, -0.258, -0.156, -0.378, -0.690, -0.450, 1.094, -0.181, -0.110, 0.873, -0.329, -0.179, -0.677, 1.437, 0.954, -0.941, -0.777, -0.855, -1.136, -0.429, -0.246, 0.585, -0.906, -1.302, -1.501, -0.891, -0.394, 0.044, -0.506, -0.160, -0.715, -1.829, -1.145, -1.446, -0.686, 0.522, 0.302, 0.365, 0.532, 0.265, 0.371, 0.395, 0.140, -0.144, -0.750, 0.311, 0.270, 0.237, 0.245, 0.203, 0.385, -0.123, 0.265, 0.264, 0.077, -0.032, 0.204, -0.197, 0.471, 0.396, 0.396, 0.312, 0.268, 0.215, 0.419, 0.348, 0.339, 0.520, 0.424, 0.413, 0.190, 0.354, 0.305, 0.364, 0.434, 0.374, 0.326, 0.065, 0.348, 0.272], "lumo_energy_ha": [0.1603, 0.1602], "s2": 0.76, "de_lowest_kcal_mol": 0.0, "spin_multiplicity": 2, "total_charge": -2, "homo_lumo_gap_ev": [5.039, 5.023]}